No. 1
Entry from OMol25: a molecular structure, C29H46P2RuTe at a distorted geometry (ωB97M-V with the def2-TZVPD basis set).

Spin multiplicity: 6
Expectation value of S²: 8.791
Strongest force on any atom in eV/A: 7.599
ΔE to the lowest compared entry with this formula, charge and spin in kcal/mol: 21.3
HOMO energy (alpha / beta) in eV: -8.486 / -9.128
Net charge: +1

Last column: Löwdin spin population.
Positions of all 79 atoms, in Å:
C: -0.361 2.709 3.295  0.18
H: 1.713 -1.097 -5.811  0.00
H: 3.320 -1.450 1.663  0.02
C: -0.631 -3.013 2.338  0.21
H: -1.201 2.733 6.608  0.00
C: 0.849 -3.932 0.408  0.00
H: -0.082 1.302 4.913  0.01
C: 3.181 -0.142 -0.353  0.13
H: 0.977 -2.301 -4.753  0.00
H: 2.687 -1.240 4.609  0.00
H: 3.345 -3.202 1.423  0.00
H: 1.656 0.097 4.097  0.01
C: 2.299 2.577 -0.351  0.04
H: -0.100 -4.269 -0.026  0.00
C: -0.843 1.550 -5.093  0.03
C: 1.718 1.588 -5.351  0.02
Ru: -0.275 0.713 -3.434  1.53
H: -1.116 -1.672 5.407  0.01
C: 0.967 -1.844 3.505  0.05
H: -2.711 -2.899 1.763  0.01
H: 2.241 1.461 -3.192  0.01
H: 3.400 2.600 -0.397  0.00
C: 0.329 1.949 -5.953  0.02
C: -0.475 -0.947 -5.657  0.02
H: 1.908 3.271 0.403  0.01
H: 1.484 -4.815 0.586  0.00
C: 1.603 -2.491 2.409  0.31
C: 1.292 -0.432 -3.814  0.04
H: -1.822 5.794 3.589  0.00
H: -1.089 -1.857 -5.557  0.00
C: -1.566 4.361 5.196  0.01
C: -1.449 -1.614 4.361  0.04
H: 0.287 3.040 -6.054  0.00
H: -4.668 0.203 0.623  0.00
C: -1.255 0.154 -4.988  0.05
H: -1.826 -4.309 1.154  0.00
C: 0.942 -1.241 -5.040  0.01
H: 2.859 -1.203 -0.416  0.00
H: -1.950 -1.014 0.334  0.00
H: -3.006 0.873 0.748  0.01
C: -0.456 2.286 4.629  0.04
H: 3.600 0.133 -1.340  0.02
H: 1.891 2.842 -1.342  0.01
H: 1.369 -3.308 -0.336  0.00
P: -3.358 -0.105 -1.452  0.03
H: 2.295 0.924 -6.019  0.00
C: 1.619 0.976 -3.969  0.09
C: -1.927 -3.631 2.004  0.04
H: 1.806 -0.951 -2.992  0.01
H: -2.051 4.992 5.947  0.00
H: -3.080 -2.232 -0.285  0.00
H: -2.304 1.929 -2.341  0.02
C: -1.859 0.977 -2.003  0.17
H: -0.366 -0.778 -6.737  0.00
H: -2.379 -2.183 4.256  0.00
C: -1.433 4.809 3.871  0.00
H: -4.296 1.758 -0.143  0.00
C: -0.415 -2.151 3.448  0.23
H: -2.289 -4.219 2.859  0.01
C: 1.642 -0.943 4.462  0.01
P: 1.704 0.895 0.015  0.50
H: -0.713 4.307 1.885  0.00
H: -2.324 -0.013 -4.808  0.02
H: -1.607 -1.836 -1.225  0.00
H: 3.944 -0.012 0.436  0.01
C: -0.814 3.983 2.916  0.03
H: 0.209 1.560 -6.972  0.00
C: 3.041 -2.408 2.113  0.06
C: -1.086 3.097 5.583  0.01
Te: 0.131 1.130 1.939  0.80
H: -1.668 -0.557 4.142  0.01
C: -3.885 0.766 0.087  0.01
C: -2.397 -1.423 -0.584  0.00
C: 0.610 -3.172 1.656  0.04
H: -1.623 2.306 -4.960  0.01
H: 2.290 2.529 -5.269  0.00
H: 3.625 -2.500 3.035  0.01
H: 1.123 -0.948 5.428  0.00
H: -1.203 1.176 -1.130  0.02


No. 2
Entry from OMol25: a molecular structure, C29H47BBrCl48NO3SSi2 at a distorted geometry (ωB97M-V with the def2-TZVPD basis set).

Spin multiplicity: 1
Strongest force on any atom in eV/A: 8.990
HOMO energy in eV: -8.365
Net charge: 0

Last column: Mulliken charge in e.
Positions of all 133 atoms, in Å:
Cl: -5.053 8.400 -5.358  -0.13
Cl: -8.885 -5.399 -6.787  -0.12
H: 1.768 1.777 5.469  0.03
C: 2.618 0.217 -2.549  -0.13
C: -5.418 -2.145 4.136  -0.10
Cl: 4.579 0.559 6.624  -0.10
Cl: -1.369 -0.131 -6.250  -0.14
H: -5.972 -2.162 5.078  0.36
Cl: -7.299 -8.977 4.386  -0.13
C: 3.656 -3.760 -2.887  -0.22
H: 4.263 0.806 0.048  0.00
C: -3.901 3.879 0.117  0.14
H: -2.850 7.564 -5.406  0.20
H: 0.477 3.029 4.901  0.25
Cl: 2.820 7.808 -3.197  -0.10
Cl: -7.854 -6.386 -4.248  -0.08
H: -6.115 4.515 -0.280  0.20
Cl: 2.426 -2.904 -1.942  0.05
Cl: 1.551 -5.087 -7.059  -0.12
C: 2.456 -5.238 5.661  0.02
H: -5.370 -7.637 4.185  0.30
Cl: 4.828 -2.513 0.874  0.04
C: -6.445 -7.446 4.129  0.03
B: -1.185 -0.768 1.272  0.52
Cl: -0.572 12.287 -2.500  -0.13
Cl: 1.918 -5.450 3.986  -0.08
C: 1.830 2.413 3.174  0.47
H: 2.604 -6.227 6.103  0.29
Cl: -6.870 -6.277 5.391  -0.11
Cl: 3.947 -6.442 1.473  -0.07
H: 2.089 5.673 -3.879  0.25
H: 0.729 4.366 0.192  -0.41
C: 1.593 6.559 -3.474  -0.03
Cl: -0.560 -6.851 -8.016  -0.13
H: -4.123 8.308 2.893  0.38
H: 2.957 2.196 2.950  -0.08
C: 1.682 2.499 -2.003  0.94
H: -3.435 -0.624 1.866  -0.11
Cl: 7.088 -3.705 2.273  -0.06
H: -4.856 5.031 -1.606  0.06
H: -7.524 -3.105 -2.798  0.33
Cl: 0.393 7.116 -4.652  -0.10
C: 9.356 -6.825 3.705  -0.04
Cl: 0.808 6.111 -1.950  -0.03
C: 3.436 0.087 7.892  -0.11
C: -4.124 7.308 2.451  -0.09
H: -0.588 0.240 -1.291  -0.28
Cl: 3.998 -4.366 5.713  -0.09
H: 1.687 12.224 -3.170  0.31
H: 2.541 4.522 0.725  0.35
Cl: -9.359 -8.162 -5.998  -0.13
H: 4.266 2.288 1.210  0.36
C: 0.718 -6.630 -6.809  0.06
H: 1.993 3.634 -2.207  -0.55
C: -3.317 -1.517 -0.332  -0.21
Cl: -5.947 -3.521 3.153  -0.05
H: -0.011 3.731 2.491  0.12
C: -1.467 2.218 0.474  -0.31
H: 1.612 -0.257 -2.148  -0.47
C: 3.951 1.939 0.113  0.26
Cl: -3.451 7.422 -3.131  -0.06
Cl: -5.770 6.938 1.910  -0.11
H: 0.500 -1.801 1.918  0.26
Cl: 6.287 -4.726 -0.334  -0.14
Cl: -3.003 7.304 1.078  -0.07
S: -3.304 2.069 -0.027  -0.20
H: -5.411 3.221 -1.569  0.29
H: -2.499 -1.441 -1.183  0.04
H: -2.755 -2.378 1.731  0.13
Cl: 0.887 10.074 -3.708  -0.05
H: 1.446 -7.437 -6.926  0.29
C: 1.635 2.754 4.800  -0.78
Cl: -0.179 -0.761 -3.667  -0.01
Cl: 1.688 11.095 -1.101  -0.12
C: 1.012 11.515 -2.684  -0.01
Br: 4.588 4.758 -1.395  -0.14
Cl: 8.126 -5.969 4.650  -0.08
H: -3.729 -2.635 -0.399  0.08
O: -0.301 -1.360 2.329  -0.43
C: -3.762 7.289 -4.870  0.08
H: 2.330 3.636 5.148  0.32
Cl: 2.272 1.389 8.196  -0.12
H: 9.504 -7.813 4.147  0.35
H: 2.859 -0.386 -3.552  0.27
H: -4.209 -0.756 -0.540  0.08
Cl: 10.898 -5.953 3.757  -0.12
Cl: -5.858 -3.858 -4.285  -0.11
O: 1.268 0.735 0.492  -0.73
C: -0.154 0.345 -5.051  -0.12
Cl: -0.426 2.013 -4.519  -0.05
H: 6.150 -7.278 1.425  -0.08
Cl: 5.198 -2.888 -2.835  -0.12
H: -4.187 4.132 1.238  0.18
H: -2.969 4.532 -0.239  -0.03
Cl: 4.819 -9.220 1.530  -0.14
Cl: 0.047 -6.717 -5.171  -0.11
Cl: 1.226 -4.382 6.606  -0.13
C: 6.412 -3.285 0.690  -0.19
H: -1.039 3.117 -0.140  -0.01
Si: 2.018 2.194 -0.127  -0.17
Cl: -5.900 -4.054 -1.379  -0.10
Cl: -5.771 -0.618 3.309  -0.11
H: 3.997 -0.095 8.812  0.36
C: 1.175 3.675 2.368  -0.59
H: 0.832 0.289 -5.519  0.34
Cl: 2.594 -1.407 7.446  -0.03
C: 4.854 2.835 -0.921  0.36
Cl: 8.818 -7.037 2.030  -0.10
Cl: 5.549 -7.420 3.700  -0.10
Cl: -3.689 -2.269 4.502  -0.09
H: 3.804 -4.748 -2.445  0.36
C: -8.225 -6.802 -5.930  0.03
Cl: 3.118 -3.972 -4.562  -0.05
H: 7.087 -2.576 0.205  0.38
H: -7.298 -7.103 -6.423  0.29
C: -5.162 4.150 -0.898  -0.63
C: -2.738 -1.317 1.189  0.11
C: 1.587 3.818 0.797  0.33
H: 3.546 -0.020 -1.837  0.16
H: 0.558 2.418 -2.326  -0.37
O: 5.877 2.193 -1.548  -0.56
C: 5.238 -7.553 1.960  0.40
Cl: -3.600 6.151 3.686  -0.11
H: 3.424 2.101 -3.199  0.37
Si: -0.442 0.630 0.117  0.06
H: 1.571 4.661 2.913  0.36
Cl: -6.813 -6.790 2.525  -0.10
Cl: -4.181 5.622 -5.301  -0.11
N: 2.509 1.667 -2.952  -0.07
Cl: -5.862 -1.439 -2.662  -0.09
C: -6.431 -3.113 -2.783  -0.03
H: 1.118 1.476 2.988  -0.13
H: -1.480 2.369 1.634  0.33